Below is a single C4H6O molecule, with properties calculated with the ωB97M-V functional and the def2-TZVPD basis.

XYZ file:
```
11
C4H6O (the ωB97M-V functional and the def2-TZVPD basis)
C 0.929 0.905 -0.188
C 0.208 -0.334 0.365
C -1.255 -0.278 0.103
C -2.426 -0.181 -0.143
H 2.022 0.785 -0.065
H 0.754 0.971 -1.263
H 0.601 1.815 0.356
H 0.383 -0.445 1.458
H 1.571 -1.671 0.052
H -3.458 -0.063 -0.387
O 0.671 -1.505 -0.287
```

## Properties
Electronic energy ... -231.17120 Eh
SMILES ... C#C[C@H](C)O
E_LUMO ... 0.0311 Ha

Atomic partial charges in e from the Löwdin method, atoms 1 to 4: C -0.054; C -0.463; C -0.082; C 0.122